This record from OMol25 describes a cluster of 3 separate species, C3H14NO3 in total in a non-equilibrium geometry. The level of theory is ωB97M-V/def2-TZVPD.

XYZ file:
```
21
Properties=species:S:1:pos:R:3:nbo_charge:R:1
C -0.50437 1.41293 -0.58648 -0.26
C -1.25056 0.17605 0.08358 0.08
C -2.55982 -0.06682 -0.68875 -0.67
O -0.36857 -0.91373 -0.12600 -0.77
N 0.93032 1.07608 -0.33695 -0.73
H -0.72541 1.57175 -1.66323 0.24
H -0.87154 2.42969 -0.26095 0.24
H -1.48258 0.21457 1.15274 0.20
H -3.44876 -0.09863 -0.04733 0.23
H -2.78471 -0.94958 -1.30927 0.25
H -2.78505 0.77301 -1.33188 0.21
H -0.72229 -1.80585 0.00475 0.52
H 1.18713 1.08366 0.73526 0.48
H 1.55924 1.75348 -0.77709 0.42
H 1.20650 0.15656 -0.79437 0.48
H 2.80233 1.38297 2.20052 0.50
H 1.71400 2.38748 2.36665 0.50
O 1.83599 1.44345 2.18075 -0.92
H 1.27809 -3.28534 -1.59221 0.49
H 1.43988 -3.60927 -0.03511 0.49
O 1.15524 -2.96779 -0.69423 -0.97
```

As for the charge: +1. The value obtained for the highest occupied orbital energy is -0.5175 hartree. For the energy relative to the best compared isomer or geometry (same formula, charge and spin), the calculation gives 121.5 kJ/mol. The frontier orbital gap is 10.9 eV. For the lowest unoccupied orbital energy, the calculation gives -3.142 eV. Its max |F| is 2.473 eV Å⁻¹.